30
Properties=species:S:1:pos:R:3 method="wB97M-V/def2-TZVPD" multiplicity=1 charge=0 lumo_energy_ev=-1.321 fmax_ev_per_a=5.2 homo_lumo_gap_ev=5.209 total_energy_ev=-36503.932 relative_energy_kj_mol=15.82
Sr 0.17846 -0.00767 -0.11546
S -2.85598 1.36451 1.37965
O -3.18391 -0.04191 1.07845
O -3.24151 1.86399 2.66896
O 0.81863 2.49480 -0.28773
O -1.04081 1.06795 -2.04483
O -1.40859 1.34942 1.25132
O 1.64753 -2.21806 0.00460
O -0.03293 -1.65650 2.01015
O -1.85698 -1.48808 -0.48258
O 2.86156 0.45805 -1.04265
O 2.12340 0.82159 1.75482
O -3.45678 2.11900 0.29809
O 0.43980 -1.31897 -2.46094
H 2.08885 -2.66110 -0.74603
H -1.30773 1.98665 -1.87366
H 3.47994 0.89951 -0.47230
H -0.92820 -2.02457 2.06265
H 0.62191 -2.22439 -2.42053
H 1.30761 -1.01891 -2.89366
H 3.42809 -0.22931 -1.41062
H 0.45203 2.97228 -1.02258
H -2.38613 -1.96083 -1.10474
H 1.39947 -2.85786 0.65641
H -2.47968 -0.94157 0.05974
H 0.16046 -1.02323 2.72313
H 2.77933 0.15512 1.86861
H 0.60664 2.96390 0.51430
H -1.79490 0.57399 -2.40834
H 1.58044 0.58219 2.45577



10
Properties=species:S:1:pos:R:3 method="wB97M-V/def2-TZVPD" multiplicity=1 charge=0 lumo_energy_ev=0.775 fmax_ev_per_a=0.8 smiles="O=C=O.CC=O" homo_lumo_gap_ev=10.974 total_energy_ev=-9318.561 relative_energy_kj_mol=13.48
O 1.17647 1.34311 -0.72639
O 0.65403 -1.26402 0.38244
O 3.01885 0.16649 0.08212
C -0.39636 -0.95024 -0.13010
C 2.08298 0.73389 -0.30837
C -1.24940 0.20058 0.31203
H -1.77930 0.67195 -0.52223
H -0.68665 0.94507 0.87996
H -1.98935 -0.27126 0.96685
H -0.83127 -1.57557 -0.93630



121
Properties=species:S:1:pos:R:3 method="wB97M-V/def2-TZVPD" multiplicity=1 charge=+1 lumo_energy_ev=-2.002 fmax_ev_per_a=2.0 homo_lumo_gap_ev=8.989 total_energy_ev=-294160.086 relative_energy_kj_mol=0.00
Cl -7.12892 2.09893 2.63581
Cl -8.06120 2.98266 -10.96924
Cl 6.19928 -3.03137 2.74333
Cl 6.83520 -0.44151 -8.78136
Cl -2.85203 -6.93721 1.90161
Cl -7.28414 0.02773 -5.55724
Cl 1.45440 1.83271 6.29098
Cl 4.20808 0.28616 7.33548
Cl -1.46516 -5.28822 -1.08740
Cl -1.79896 -3.70463 2.21215
Cl -0.55921 -1.30263 -0.87209
Cl 5.78705 -3.64544 -9.23856
Cl 6.51125 -1.94134 5.96025
Cl 1.75215 -5.04286 -2.19165
Cl -6.17274 3.51016 -0.30504
Cl 2.65998 -1.50930 -6.11481
Cl -5.11780 1.76147 -9.79720
Cl -0.55132 -2.42304 -5.53957
Cl 1.75880 0.80012 -2.18423
Cl -7.63946 0.94451 -2.37416
N 0.58902 -0.11146 3.36000
N 3.61639 1.06855 3.86837
N 2.39484 3.02699 3.74661
N 2.03769 1.43908 2.13257
N 2.00198 6.58109 3.92537
C 1.34848 0.13470 2.14091
C 1.18023 -5.84551 -0.70271
C -1.18654 2.45356 3.43523
C 1.28938 -1.36597 -7.25349
C 7.64693 -2.99175 5.06600
C -6.24350 0.06118 -3.04231
C 2.35785 4.94810 2.10656
C -2.29548 2.56266 4.28112
C -1.69603 -6.29519 3.09535
C 4.12426 -0.21935 3.42449
C -6.55659 2.18884 -8.83125
C 1.83082 -0.98781 -2.14808
C -1.29061 2.69564 2.06798
C 2.95326 1.00993 8.39169
C -7.83709 1.90303 -9.56982
C 0.00055 -1.05490 -6.54304
C -3.52600 2.93443 3.75640
C -3.63927 3.19220 2.38958
C 0.47367 -1.61730 -2.29351
C -0.11648 2.59994 1.10977
C -2.03148 -4.89055 3.52706
C 6.55413 -1.66689 -7.51833
C 7.71879 -2.64622 3.60196
C -2.53829 3.07201 1.55028
C -5.96930 0.52008 -4.45283
C 2.70836 1.79017 3.25251
C 1.30180 2.66679 1.66852
C 1.58301 0.85897 7.77968
C -7.84614 3.22947 0.25166
C -7.97968 3.38929 1.74357
C 6.90467 -3.05664 -7.98165
C 1.61944 3.75936 2.69979
C 2.77875 5.96512 3.15073
C -0.16957 -6.48919 -0.88026
H 1.15681 -5.09890 0.08776
H 3.99131 1.44676 4.72495
H -8.47443 3.96259 -0.25107
H 1.64328 5.45374 1.45315
H 6.83382 -3.74753 -7.14327
H 0.72496 0.02835 1.26803
H 3.21316 2.05326 8.54581
H 5.05384 -0.41114 3.94387
H 4.27534 -0.22174 2.35076
H 7.17882 -1.39592 -6.66867
H -8.13908 2.23649 -0.06967
H 7.91262 -3.09754 -8.38567
H 7.32997 -4.01986 5.21663
H 5.51140 -1.60264 -7.21991
H -2.16132 2.34877 5.33189
H 3.44953 -1.03147 3.69402
H 2.99942 0.49218 9.34734
H 1.92038 -6.60310 -0.45122
H 0.81419 1.19756 8.47125
H 0.10675 -0.18765 -5.89524
H -5.04822 0.07423 -4.82476
H 0.57659 -2.69656 -2.37711
H 7.92607 -1.58997 3.45231
H -6.46148 -1.00231 -3.00022
H 1.02568 6.32095 3.77193
H 0.73693 4.16165 3.19116
H 8.50570 -3.22828 3.12702
H -5.87984 1.60216 -4.50088
H -9.03018 3.33073 2.02180
H -0.78388 -0.85474 -7.26762
H -7.58107 4.34256 2.08051
H 3.24401 3.54840 3.94783
H 1.22640 -2.29621 -7.81109
H -0.18995 -0.72466 3.14871
H 3.84073 6.19102 3.21843
H 1.87096 2.97504 0.78708
H 2.46514 -1.30187 -2.97499
H -7.86515 0.87841 -9.93061
H -0.04561 -1.25226 -3.17160
H -6.47693 3.24059 -8.56925
H -4.38271 3.03868 4.40543
H 1.53270 -0.56027 -7.94334
H 3.19308 4.65041 1.47222
H -4.59907 3.48388 1.99726
H 1.38566 -0.17779 7.51907
H 2.30381 -1.27606 -1.21239
H -1.73061 -6.95676 3.95916
H -5.38661 0.27163 -2.40429
H -3.06211 -4.81422 3.86240
H -0.24452 2.17046 3.87142
H -0.23612 1.73901 0.45173
H 8.62664 -2.85713 5.51986
H -2.63888 3.26582 0.49095
H -1.37448 -4.59577 4.34346
H 2.11303 -0.63288 2.04702
H -0.41681 -7.06759 0.00982
H -0.70146 -6.34452 2.65792
H 1.16980 -0.62233 4.01466
H -0.18673 3.46937 0.45516
H -6.52102 1.59596 -7.91867
H -8.68158 2.06339 -8.90187
H -0.18614 -7.15375 -1.73999



58
Properties=species:S:1:pos:R:3 method="wB97M-V/def2-TZVPD" multiplicity=1 charge=-1 lumo_energy_ev=0.091 fmax_ev_per_a=1.2 homo_lumo_gap_ev=1.481 total_energy_ev=-87828.908
Cl 1.08644 0.37481 -2.60140
Cl -1.95576 -0.32808 -3.89217
Cl 4.71122 -2.59517 3.82046
Cl -1.63811 -2.41034 0.81656
Na -2.61714 0.01327 0.57113
O -7.06307 -6.25173 -2.83679
O 5.59941 2.66772 0.43355
O 2.00841 -0.02080 4.53845
O -6.30779 -0.42857 -1.26282
O 3.58546 -1.03885 3.34930
O 4.64134 5.06859 2.05642
O 1.84027 -2.21826 4.11023
O 2.57481 2.53494 1.01610
N -7.35700 -3.08359 -1.20227
N -5.51146 -1.54984 -1.37556
C 5.13295 3.92102 -0.01916
C 2.46550 -1.02649 4.04357
C 5.28113 5.57128 3.20113
C 0.14037 -1.12095 -2.34411
C 4.88928 2.03081 1.49374
C -4.27399 -1.57952 -1.89611
C 5.45314 5.08057 0.89870
C 3.53474 1.48915 1.11280
C -0.64461 -1.50341 -3.57105
C -4.98008 -3.77002 -1.34304
C 1.53172 2.21175 0.12875
C -5.99611 -2.76719 -0.77764
C -3.72395 -2.93378 -1.60509
H 6.23213 5.05727 3.38515
H 1.90824 1.93687 -0.85836
H 0.84623 -1.90883 -2.09015
H 5.51013 1.17730 1.76988
H -2.97168 -3.34049 -2.27449
H 0.89903 3.09492 0.03253
H -3.80914 -0.77666 -2.43988
H 3.61037 0.95308 0.15836
H -0.51760 -0.96380 -1.49214
H -5.97601 -2.72668 0.32161
H -7.62499 -2.48023 -1.96955
H 0.92705 1.38020 0.51439
H -8.01808 -2.95106 -0.44947
H 3.21955 0.78283 1.88673
H 5.67536 4.10236 -0.95181
H -3.20542 -2.81356 -0.64007
H -6.54898 -6.67706 -2.14411
H 5.27476 6.01630 0.34793
H 4.06508 3.89813 -0.25001
H 5.47327 6.64953 3.12093
H 4.80649 2.68165 2.36607
H -5.44980 -4.14411 -2.25227
H 1.03076 -2.03976 4.60537
H -0.02565 -1.55513 -4.46243
H -5.82252 0.27371 -1.72433
H -4.78398 -4.58697 -0.65256
H 6.51426 5.03617 1.17416
H -1.11316 -2.47122 -3.40310
H -7.15204 -5.33589 -2.53897
H 4.61925 5.39379 4.04689



100
Properties=species:S:1:pos:R:3 method="wB97M-V/def2-TZVPD" multiplicity=8 s2=15.759 charge=+2 lumo_energy_ev="-5.972 / -5.966" fmax_ev_per_a=3.1 homo_lumo_gap_ev="7.711 / 8.100" total_energy_ev=-86670.246 relative_energy_kj_mol=152.69
Eu 10.79334 8.75776 11.60658
Si 14.09691 9.63488 8.94950
O 17.99023 8.74694 16.04975
O 15.43505 9.68864 9.79197
O 12.80895 9.63016 10.13615
O 13.93540 10.82715 7.97662
O 17.96088 10.34303 14.52662
O 13.44865 11.40803 11.12064
O 13.72370 8.19185 8.35473
N 12.74856 10.48767 11.21944
N 9.12520 8.85667 13.76608
N 9.15933 10.57357 11.16988
N 11.81833 8.94862 14.13656
C 9.62147 9.20581 14.98590
C 14.00335 7.97292 14.35193
C 16.44034 11.82785 9.85446
C 9.10350 12.96550 10.87195
C 8.09978 11.47118 9.26721
C 15.52435 6.59029 9.09177
C 10.59354 5.74502 11.83851
C 7.83608 8.60917 13.61266
C 15.91121 9.30672 14.96105
C 8.78638 9.50031 16.04379
C 9.39146 11.80957 11.61008
C 15.75220 7.84612 6.98511
C 10.40703 5.23432 13.28767
C 6.93232 8.81639 14.67424
C 11.58564 11.53715 7.85507
C 10.79658 6.86522 9.27522
C 16.89106 10.07754 11.56810
C 9.42716 6.07841 11.10484
C 17.75946 9.84421 9.18274
C 8.43335 12.75555 9.62984
C 13.88443 6.07809 7.09902
C 12.89902 11.41103 7.19624
C 11.82676 5.87402 11.24180
C 8.53043 10.39146 10.03312
C 15.31277 8.07558 14.74036
C 14.68279 7.20388 7.93706
C 9.52608 6.63393 9.86664
C 11.92470 6.45038 10.02053
C 7.45088 9.22361 15.89186
C 13.19215 9.11501 14.36481
C 13.38436 12.80563 6.77434
C 11.05814 9.27607 15.09170
C 15.15469 10.44125 14.95480
C 16.67270 10.36123 10.10331
C 13.76406 10.33093 14.70306
C 12.78181 10.62793 5.88698
C 17.37544 9.50760 15.15242
H 12.70928 5.53297 11.83520
H 8.34386 9.36787 9.67332
H 16.19213 12.41754 10.74723
H 15.90574 10.13475 12.00758
H 17.34568 12.30485 9.48650
H 11.17606 4.44879 13.38438
H 17.97906 8.75952 9.21384
H 15.90976 7.17945 14.71134
H 8.57746 6.82320 9.39509
H 18.68732 10.35106 9.33784
H 13.43920 6.48868 6.20178
H 15.68698 12.01053 9.08611
H 15.29507 8.46407 6.18891
H 10.88718 7.22338 8.23716
H 13.51441 7.07162 13.87395
H 10.83821 11.88061 7.12818
H 17.58251 10.71839 12.12584
H 14.52273 5.28507 6.80707
H 16.28392 5.88231 8.67684
H 17.57873 9.97271 8.13724
H 15.66393 11.38376 15.05615
H 17.46207 8.04564 16.34042
H 17.26680 9.04929 11.67959
H 16.43884 7.10116 6.54526
H 16.01622 7.34850 9.63830
H 14.98067 5.94207 9.70616
H 11.12284 10.63761 8.30062
H 13.71235 10.20828 5.50349
H 9.18577 9.66987 17.00514
H 12.11994 9.77221 6.08808
H 12.28057 11.18370 5.06502
H 8.39046 5.89085 11.50788
H 7.53529 11.27359 8.33741
H 7.47047 8.30557 12.67515
H 11.48242 9.58242 16.01106
H 9.42632 4.79333 13.34757
H 12.52804 13.22713 6.19303
H 12.95746 6.67266 9.69476
H 9.75598 11.96223 12.61872
H 13.51900 13.36300 7.70516
H 14.36005 12.74373 6.26439
H 6.72997 9.30815 16.69408
H 13.14944 5.60694 7.80889
H 13.21587 11.24119 14.73044
H 7.95758 13.57227 9.07684
H 5.86911 8.61377 14.55824
H 16.48360 8.51274 7.45491
H 10.55997 6.13718 13.87311
H 9.59840 13.88528 11.21737
H 11.54542 12.33353 8.61244



16
Properties=species:S:1:pos:R:3 method="wB97M-V/def2-TZVPD" multiplicity=1 charge=0 lumo_energy_ev=1.113 fmax_ev_per_a=4.2 smiles=CC.CC homo_lumo_gap_ev=12.513 total_energy_ev=-4341.560 relative_energy_kj_mol=93.38
C 1.80035 -1.95776 0.01250
C -1.80874 1.82703 -1.05522
C -1.90058 0.94438 0.15399
C 2.06789 -0.70818 0.98852
H 2.91923 -1.05981 1.52044
H -1.01835 0.57965 0.66522
H 1.04837 -0.59382 1.35856
H -2.46740 0.02216 -0.07986
H 0.71279 -1.97840 -0.19234
H 2.05044 -2.81599 0.64839
H -2.60836 1.34032 0.89138
H 2.38319 0.06011 0.27015
H -0.90560 1.87320 -1.65763
H 2.35022 -1.93540 -0.94062
H -2.59336 1.53763 -1.76204
H -2.03009 2.86489 -0.82141



21
Properties=species:S:1:pos:R:3 method="wB97M-V/def2-TZVPD" multiplicity=1 charge=+1 lumo_energy_ev=-3.652 fmax_ev_per_a=3.3 homo_lumo_gap_ev=9.455 total_energy_ev=-9951.844 relative_energy_kj_mol=281.49
O 1.61149 0.23894 -2.11058
O -1.63904 -2.42134 0.23441
N 0.77337 -0.93754 0.20293
C 1.32542 0.75205 1.83024
C -0.95025 1.29686 -0.84561
C -1.04278 0.63825 0.54614
C 0.28739 0.24287 1.08388
H 1.85844 0.05626 2.57207
H 1.52309 1.81678 1.78031
H -1.51022 1.40343 1.23361
H 1.61037 -1.36929 0.70169
H -0.12050 2.00937 -0.92380
H 1.70998 1.19160 -1.98506
H -0.10470 -1.54810 0.16327
H 2.19725 -0.01163 -2.81760
H 1.03987 -0.59480 -0.77507
H -1.77323 -2.27896 1.16018
H -2.54986 -2.66759 -0.05336
H -1.82288 1.92130 -1.00967
H -1.62466 -0.26741 0.59639
H -0.79854 0.52894 -1.58436



62
Properties=species:S:1:pos:R:3 method="wB97M-V/def2-TZVPD" multiplicity=1 charge=0 lumo_energy_ev=0.871 fmax_ev_per_a=0.9 smiles=CC[C@@H](C)[C@H](CN[C@H](CNC)[C@@H](C)O)NCCc1ccc(OC)cc1 homo_lumo_gap_ev=9.076 total_energy_ev=-29905.391 relative_energy_kj_mol=251.35
O -0.19604 3.37172 1.52546
O 6.31812 -0.05920 0.43267
N 0.92171 2.26109 -0.95189
N -1.51726 1.37759 0.09336
N -1.12634 -1.84719 -0.80352
C 3.30503 -2.16474 0.17539
C -4.51017 -4.05326 0.13009
C 0.26067 -1.41234 -0.76645
C 2.73943 0.01733 0.94664
C 0.88616 -1.64975 0.61633
C 2.33627 -1.26622 0.59415
C 2.03834 2.27573 -1.87160
C -0.29098 2.83146 -1.50578
C -1.43532 2.71378 -0.47973
C 4.64196 -1.80929 0.10752
C -4.39837 -1.03247 0.91939
C -2.20539 0.40103 -0.73189
C 5.03430 -0.52415 0.46082
C -3.26620 -3.20100 0.35198
C -3.45516 -1.73407 -0.05656
C -2.57397 3.81204 1.48002
C -1.27318 3.72158 0.68376
C 4.06598 0.38663 0.88312
C 7.33932 -0.93741 0.03156
C -2.09251 -1.00951 -0.10738
H -2.42322 4.42515 2.36525
H 3.01520 -3.16842 -0.10160
H -0.54677 2.25829 -2.40487
H -4.83278 -3.99538 -0.90750
H 2.30224 3.28398 -2.22483
H -5.38856 -1.47794 0.87909
H 4.38298 1.38012 1.15962
H -0.42984 2.52848 1.93304
H 0.36184 -1.05486 1.36476
H -2.97994 -3.23950 1.40473
H 8.26314 -0.36402 0.09277
H -1.01304 4.70628 0.28004
H 7.40875 -1.80519 0.69603
H -0.55788 1.06584 0.23309
H 5.36305 -2.54176 -0.22045
H -4.01876 -1.12517 1.93464
H -4.29593 -5.09405 0.36240
H 1.16261 2.77509 -0.10689
H -5.33263 -3.73075 0.76345
H -4.49814 0.02507 0.69274
H 2.90292 1.83432 -1.37867
H 7.19538 -1.28013 -0.99869
H -2.44137 -3.61508 -0.22719
H -2.38152 2.94188 -0.98282
H -2.87855 2.81232 1.78250
H 0.80627 -2.01828 -1.49567
H 0.40469 -0.35660 -1.04444
H -3.24945 0.71686 -0.80943
H -1.80800 0.35849 -1.76128
H 0.76705 -2.70364 0.87149
H -3.89267 -1.70806 -1.06183
H 1.78614 1.66654 -2.74185
H -1.42302 -1.95169 -1.76925
H -3.36097 4.25389 0.87566
H -0.17724 3.88698 -1.80976
H 2.00572 0.73842 1.27457
H -1.74411 -0.89683 0.92367



24
Properties=species:S:1:pos:R:3 method="wB97M-V/def2-TZVPD" multiplicity=1 charge=0 lumo_energy_ev=-1.400 fmax_ev_per_a=3.8 homo_lumo_gap_ev=5.590 total_energy_ev=-9454.290 relative_energy_kj_mol=751.09
N -1.26626 1.49867 0.17404
N 0.94995 -0.62569 0.08424
C 3.01644 0.50727 -0.78361
C -2.82927 -0.18968 -0.78209
C 0.52170 -0.58163 1.56718
C -1.65755 0.13069 0.17803
C 1.64049 0.69672 -0.13588
C -0.41966 -0.71888 -0.29411
H 3.69270 1.37231 -0.96960
H -0.66138 -1.35480 -1.17173
H 2.86086 0.07647 -1.78468
H 1.72422 1.26828 0.79069
H -1.91560 -0.29638 1.18665
H 3.55896 -0.30006 -0.24634
H -2.04842 1.99962 0.57192
H 1.45406 -0.40219 2.16058
H -3.56946 0.63464 -0.73105
H 0.03858 0.41016 1.67716
H 0.18935 -1.54970 1.91000
H -0.02161 -3.80712 -0.69177
H 0.99017 1.32735 -0.75770
H -2.44729 -0.17725 -1.83154
H -3.43398 -1.07987 -0.52338
H 0.10373 -3.50673 -0.01946



18
Properties=species:S:1:pos:R:3 method="wB97M-V/def2-TZVPD" multiplicity=1 charge=0 lumo_energy_ev=-0.294 fmax_ev_per_a=5.4 homo_lumo_gap_ev=7.907 total_energy_ev=-100785.572 relative_energy_kj_mol=120.74
Br 4.47417 0.86796 -0.06149
Cl 0.54555 -2.00693 1.82381
S 2.92788 -2.68597 -0.60034
C 0.60840 0.42590 0.64026
C 2.11812 -1.42494 -0.27296
C 1.62451 1.16287 0.18014
C -0.28569 -1.59678 -0.73340
C 2.73966 0.59699 -0.63914
C -0.58800 1.00670 1.32698
C 0.69610 -1.04925 0.27984
H -1.64483 0.89048 0.87885
H -0.27189 -2.71331 -0.66947
H -0.20012 -1.13787 -1.71540
H 2.70529 0.95628 -1.67793
H -1.26035 -1.34026 -0.18635
H 1.65207 2.15129 0.45236
H -0.49280 0.64149 2.28249
H -0.47823 2.02568 1.24411